# 1
This record from OMol25 describes C24H15Co2NO6 as an isolated structure at a distorted geometry. The level of theory is the ωB97M-V functional and the def2-TZVPD basis.

Orbital gap ... 4.9 eV
Charge ... -2
Highest occupied orbital energy ... 0.0042 Ha
Energy above the lowest of the compared OMol25 structures with the same formula, charge and spin ... 1.7 kJ/mol
Molar mass ... 531.25 u

Each line ends with the Mulliken charge.
Cartesian coordinates (Å):
C -1.178 2.419 1.840  -2.6045
C -0.022 1.485 1.515  3.5754
C 0.223 0.576 2.640  -1.0933
N 0.425 -0.041 3.613  -0.8498
C 1.281 2.149 1.191  0.3803
C 1.339 3.512 0.859  -0.2670
C 2.551 4.201 0.864  -0.8455
C 3.745 3.531 1.169  -0.4962
C 3.713 2.150 1.391  -0.7787
C 2.491 1.477 1.402  -0.4147
H -1.459 3.056 1.008  0.4959
H -2.038 1.819 2.127  0.4152
H -0.900 3.033 2.704  0.5030
H 0.423 4.067 0.637  0.2955
H 2.573 5.290 0.672  0.3250
H 4.702 4.063 1.181  0.3098
H 4.633 1.594 1.592  0.3754
H 2.463 0.422 1.691  0.4978
O -2.170 -1.516 2.232  -0.4823
C -1.558 -0.901 1.479  -0.2473
Co -0.703 0.044 0.374  1.0710
C -2.233 0.732 -0.483  -0.2448
O -3.362 0.660 -0.768  -0.6517
C -1.050 1.765 -1.103  0.6928
O -1.170 2.986 -1.119  -0.7593
C -0.461 -1.349 -0.914  -0.4681
C -1.392 -2.411 -1.245  0.4175
C -1.633 -3.458 -0.335  -0.1203
C -2.611 -4.413 -0.618  -0.8624
C -3.340 -4.343 -1.804  -0.4580
C -3.032 -3.361 -2.738  -0.6420
C -2.063 -2.397 -2.476  -0.2459
C 0.237 -0.246 -1.412  0.6558
C -0.090 1.028 -2.005  -0.7399
Co 1.283 -1.220 -0.385  0.2343
C 1.132 -1.905 1.237  -0.0607
O 1.177 -2.589 2.159  -0.4395
C 2.581 -0.181 -0.899  0.1736
O 3.499 0.412 -1.286  -0.4737
C 2.223 -2.512 -1.038  0.2755
O 2.914 -3.333 -1.498  -0.5263
H -1.041 -3.535 0.577  0.3225
H -2.825 -5.192 0.117  0.3482
H -4.144 -5.057 -2.000  0.3295
H -3.568 -3.310 -3.691  0.3252
H -1.790 -1.633 -3.208  0.3470
H 0.853 1.557 -2.285  0.1438
H -0.630 0.877 -2.966  0.2618

# 2
This record from OMol25 describes the molecule C5H5NO at a distorted geometry. The level of theory is the ωB97M-V functional and the def2-TZVPD basis.

Orbital gap ... 9.3 eV
Charge ... 0
Highest occupied orbital energy ... -0.3188 Ha
Structure (SMILES) ... N=C=CCC=C=O
Energy above the lowest of the compared OMol25 structures with the same formula, charge and spin ... 260.3 kJ/mol
Molar mass ... 95.10 u

Each line ends with the Mulliken charge.
Cartesian coordinates (Å):
O -1.502 -1.652 1.648  -0.3964
C -1.057 -0.628 1.287  0.6196
C -0.597 0.557 0.950  -0.5729
C 0.788 0.819 0.392  -0.4941
C 0.678 0.626 -1.121  -0.6502
C 0.468 -0.635 -1.401  0.6284
N 0.232 -1.838 -1.308  -0.6019
H -0.698 -1.948 -0.885  0.2874
H -1.369 1.293 0.749  0.2724
H 1.528 0.131 0.816  0.3056
H 1.111 1.831 0.652  0.2714
H 0.418 1.445 -1.779  0.3309

# 3
This record from OMol25 describes the molecule C3H5P3 at a distorted geometry. The level of theory is the ωB97M-V functional and the def2-TZVPD basis.

Orbital gap ... 7.9 eV
Charge ... 0
Highest occupied orbital energy ... -0.3173 Ha
Energy above the lowest of the compared OMol25 structures with the same formula, charge and spin ... 44.0 kJ/mol
Molar mass ... 134.00 u

Each line ends with the Mulliken charge.
Cartesian coordinates (Å):
C 0.791 1.296 -0.259  -0.2759
C 0.797 -1.420 -0.216  -0.3378
C -1.590 0.074 0.260  -0.9778
P 2.479 1.061 0.235  -0.0790
P 2.533 -1.185 0.142  -0.0595
P -0.143 -0.031 -0.849  0.1582
H 0.277 2.313 -0.166  0.2902
H 0.478 -2.459 -0.513  0.2958
H -1.808 1.083 0.357  0.3586
H -1.426 -0.216 1.248  0.3595
H -2.386 -0.519 -0.239  0.2676

# 4
This record from OMol25 describes a 14-piece molecular cluster, C25H68N18O20S2 overall at a distorted geometry. The level of theory is the ωB97M-V functional and the def2-TZVPD basis.

Orbital gap ... 9.1 eV
Charge ... 0
Highest occupied orbital energy ... -0.3411 Ha
Molar mass ... 1005.06 u

Each line ends with the Mulliken charge.
Cartesian coordinates (Å):
C 2.641 6.110 0.153  0.6603
O 1.386 6.166 0.084  -0.6870
N 3.280 5.028 0.492  -0.3847
N 3.526 7.028 -0.102  -0.3815
H 2.763 4.183 0.687  0.2304
H 4.236 4.961 0.175  0.1741
H 4.508 6.801 -0.175  0.1673
H 3.222 7.931 -0.437  0.2229
C 4.850 -6.796 4.649  0.6831
O 4.307 -7.827 4.971  -0.6552
N 5.543 -6.064 5.462  -0.4070
N 4.681 -6.155 3.527  -0.3967
H 5.985 -5.202 5.177  0.1712
H 5.393 -6.284 6.437  0.2145
H 5.058 -5.241 3.322  0.1714
H 4.018 -6.669 2.965  0.2194
C 8.049 -1.989 -2.660  0.6806
O 8.750 -2.900 -2.246  -0.6516
N 7.971 -1.548 -3.877  -0.3607
N 7.442 -1.077 -1.911  -0.3859
H 8.638 -1.948 -4.521  0.2213
H 7.303 -0.794 -3.947  0.1469
H 6.927 -0.353 -2.392  0.1375
H 7.315 -1.357 -0.949  0.2132
C -8.063 1.962 -1.009  0.6771
O -8.790 1.216 -1.656  -0.6546
N -7.265 2.855 -1.541  -0.3414
N -7.712 1.784 0.279  -0.3509
H -6.663 3.286 -0.854  0.1565
H -7.294 2.965 -2.544  0.2051
H -6.936 2.322 0.637  0.1143
H -8.101 1.142 0.954  0.1919
C -6.299 -2.635 -5.708  0.6645
O -6.135 -3.363 -6.683  -0.6840
N -7.446 -2.403 -5.176  -0.4020
N -5.387 -2.178 -4.923  -0.3644
H -8.113 -2.968 -5.680  0.2174
H -7.587 -1.715 -4.449  0.1775
H -5.751 -1.543 -4.228  0.1571
H -4.462 -2.197 -5.329  0.2334
C 5.201 0.096 3.868  0.6811
O 5.750 -0.813 3.352  -0.6462
N 4.132 -0.021 4.645  -0.3887
N 5.638 1.290 3.827  -0.3909
H 3.751 -0.950 4.754  0.2035
H 3.571 0.765 4.942  0.1483
H 5.175 2.045 4.313  0.1695
H 6.488 1.343 3.285  0.2263
C 4.734 4.172 -5.409  0.6638
O 4.913 3.387 -4.565  -0.6160
N 5.103 5.408 -5.262  -0.3810
N 4.314 3.894 -6.634  -0.3719
H 5.513 5.708 -4.389  0.2043
H 5.031 6.009 -6.070  0.1451
H 4.339 4.664 -7.287  0.1435
H 3.927 2.998 -6.893  0.2100
C -2.168 4.412 -4.828  0.6651
O -2.453 3.898 -5.884  -0.6541
N -1.184 4.011 -4.081  -0.3718
N -2.873 5.326 -4.192  -0.3937
H -0.964 4.581 -3.276  0.1661
H -0.567 3.310 -4.465  0.2096
H -3.526 5.852 -4.754  0.2096
H -2.715 5.543 -3.219  0.1708
C -5.210 6.412 1.789  0.7025
O -4.844 5.361 2.317  -0.6850
N -4.385 7.095 1.017  -0.4148
N -6.432 6.846 1.857  -0.4177
H -4.707 7.826 0.400  0.1729
H -3.420 6.821 1.129  0.2223
H -6.677 7.764 1.512  0.1844
H -7.006 6.341 2.516  0.2387
C 0.614 -5.382 -9.205  -0.2927
C -0.330 -4.927 -8.085  -0.2278
O 0.390 -3.871 -7.399  -0.2754
S 1.947 -3.727 -7.840  1.1003
O 2.740 -4.705 -7.105  -0.5375
O 2.507 -2.354 -8.025  -0.5169
O 1.662 -4.428 -9.291  -0.3404
H 0.206 -5.488 -10.210  0.2901
H 1.145 -6.284 -8.901  0.2653
H -0.680 -5.717 -7.421  0.2580
H -1.189 -4.409 -8.510  0.2760
C -4.141 -1.475 8.593  -0.3281
C -3.814 -0.336 7.680  -0.1091
O -3.788 -0.933 6.391  -0.3568
S -3.337 -2.567 6.407  1.0727
O -1.870 -2.601 6.593  -0.5031
O -3.926 -3.486 5.361  -0.4926
O -4.112 -2.666 7.825  -0.3224
H -5.124 -1.375 9.052  0.2350
H -3.514 -1.593 9.477  0.2781
H -2.882 0.122 8.010  0.2558
H -4.702 0.269 7.864  0.2702
C 1.293 5.787 6.649  -0.4375
C 1.161 5.649 8.101  -0.5682
C 1.118 4.205 8.381  -0.3974
O 0.734 3.665 7.058  -0.4241
C 0.318 4.719 6.240  -0.4913
H 2.290 5.571 6.265  0.2793
H 0.895 6.746 6.318  0.2863
H 0.229 6.020 8.528  0.2472
H 2.005 6.087 8.633  0.3076
H 0.247 3.973 8.993  0.2576
H 2.076 3.859 8.770  0.2977
H -0.721 4.993 6.425  0.2863
H 0.388 4.574 5.162  0.3552
C -1.568 -0.663 -0.370  -0.4975
C -0.404 -1.084 -1.285  -0.4755
C 0.826 -0.433 -0.662  -0.4300
O 0.287 0.705 0.018  -0.3949
C -1.114 0.676 0.143  -0.3991
H -1.639 -1.261 0.539  0.2462
H -2.556 -0.509 -0.804  0.2989
H -0.476 -0.644 -2.280  0.2254
H -0.356 -2.169 -1.379  0.3374
H 1.704 -0.200 -1.264  0.2842
H 1.230 -1.106 0.093  0.2423
H -1.554 1.480 -0.448  0.2836
H -1.565 0.715 1.135  0.2741
C -1.510 -8.260 -0.838  -0.6376
C -0.603 -9.236 -1.628  -0.5223
C 0.734 -8.470 -1.413  -0.3734
O 0.620 -8.151 -0.080  -0.3935
C -0.682 -7.843 0.304  -0.3538
H -2.470 -8.667 -0.521  0.3645
H -1.776 -7.446 -1.512  0.2539
H -1.004 -9.213 -2.642  0.2844
H -0.591 -10.268 -1.275  0.2841
H 0.806 -7.530 -1.961  0.2501
H 1.616 -9.073 -1.628  0.2792
H -0.998 -6.819 0.501  0.2687
H -1.031 -8.378 1.188  0.2960

# 5
This record from OMol25 describes a 2-piece molecular cluster, C5H10O2 overall at a distorted geometry. The level of theory is the ωB97M-V functional and the def2-TZVPD basis.

Orbital gap ... 10.6 eV
Charge ... 0
Highest occupied orbital energy ... -0.3584 Ha
Structure (SMILES) ... C=CCCC=O.O
Energy above the lowest of the compared OMol25 structures with the same formula, charge and spin ... 261.5 kJ/mol
Molar mass ... 102.13 u

Each line ends with the Mulliken charge.
Cartesian coordinates (Å):
O 2.016 -0.210 -0.948  -0.4739
C 1.363 -0.569 0.010  -0.0943
C 0.365 -1.661 -0.174  -0.3416
C -0.859 -1.346 0.817  -0.5052
C -2.098 -0.920 0.130  0.0288
C -3.028 -0.063 0.524  -0.8467
H 1.660 -0.251 1.010  0.3712
H -0.195 -1.735 -1.101  0.2279
H 0.837 -2.621 0.032  0.3219
H -1.065 -2.239 1.432  0.2599
H -0.546 -0.639 1.591  0.3519
H -2.115 -1.354 -0.871  0.1921
H -3.953 0.186 0.035  0.2739
H -2.835 0.437 1.472  0.2343
H 3.332 3.554 -1.510  0.3270
H 3.299 5.108 -1.285  0.3178
O 3.825 4.323 -1.165  -0.6449